A) Here is 12 unconnected molecules or ions with the total composition C12H48N24O12 from the Open Molecules 2025 dataset. Energies are from ωB97M-V/def2-TZVPD.

Output
gap between HOMO and LUMO: 9.246 eV

Geometry (Å):
C1 -0.8902 -0.8903 -0.0426
O1 -0.0395 -1.6997 -0.0466
N1 -0.6193 0.4002 0.0162
N2 -2.1326 -1.2122 0.1355
H1 -1.4104 1.0276 0.0419
H2 0.1562 0.7078 -0.5531
H3 -2.4415 -2.1273 0.4309
H4 -2.7125 -0.5352 -0.3393
C2 -7.7493 -2.5768 4.8804
O2 -6.8285 -2.2571 5.6449
N3 -7.6709 -3.6344 4.2260
N4 -9.0120 -2.1704 4.8152
H5 -6.8005 -4.1249 4.0783
H6 -8.5898 -4.0198 4.0610
H7 -9.3290 -1.5797 5.5706
H8 -9.6511 -2.5341 4.1228
C3 -2.6182 1.8757 6.7663
O3 -1.9773 2.7150 7.3337
N5 -3.8683 1.9126 6.8271
N6 -2.0877 0.9804 5.9548
H9 -4.4316 1.1865 6.4080
H10 -4.1861 2.6785 7.4037
H11 -2.5100 0.4115 5.2350
H12 -1.0994 1.1032 6.1227
C4 2.8651 8.0272 -0.8010
O4 3.5017 7.8900 -1.8348
N7 2.5796 9.1606 -0.2866
N8 2.5079 7.1504 0.1389
H13 2.9762 10.0381 -0.5914
H14 2.0774 9.0141 0.5773
H15 3.0236 6.2824 0.1664
H16 1.9737 7.5165 0.9140
C5 -1.7150 -6.0076 4.0079
O5 -2.6335 -6.0737 3.1965
N9 -1.8216 -6.4342 5.2260
N10 -0.5717 -5.4620 3.7643
H17 -1.0490 -6.3659 5.8730
H18 -2.5474 -7.1349 5.2728
H19 0.1844 -5.5900 4.4216
H20 -0.6677 -4.7478 3.0566
C6 -5.7829 5.2278 1.3131
O6 -4.6655 4.7989 1.0314
N11 -6.2006 6.3952 0.8951
N12 -6.6287 4.7177 2.2424
H21 -5.6388 6.8784 0.2088
H22 -7.0494 6.9032 1.0993
H23 -7.5522 5.1266 2.2457
H24 -6.2378 4.2915 3.0705
C7 5.5643 -4.8153 -4.2909
O7 4.6425 -5.6132 -4.1369
N13 6.8145 -5.0633 -4.5339
N14 5.5353 -3.5112 -4.1295
H25 7.5116 -4.3336 -4.4921
H26 6.9982 -6.0423 -4.7011
H27 6.3026 -3.0416 -4.5889
H28 4.7333 -3.0362 -3.7405
C8 6.5833 -4.4363 2.3739
O8 7.2744 -3.6491 2.9992
N15 7.0302 -5.4367 1.6350
N16 5.2828 -4.3619 2.1911
H29 8.0358 -5.4391 1.5406
H30 6.5016 -5.7402 0.8296
H31 4.7791 -3.6023 2.6264
H32 4.8454 -5.0166 1.5585
C9 6.3713 1.7660 -1.5113
O9 5.2626 1.9389 -1.9691
N17 6.6215 1.4277 -0.2872
N18 7.5475 1.9997 -2.0550
H33 5.8821 1.2630 0.3809
H34 7.6134 1.2637 -0.1911
H35 8.3754 1.5640 -1.6746
H36 7.4358 2.2093 -3.0367
C10 -3.3728 7.6794 -4.6575
O10 -3.5253 6.9212 -5.5916
N19 -3.9565 8.8538 -4.4833
N20 -2.5823 7.5321 -3.6284
H37 -4.6286 9.0942 -5.1979
H38 -3.8179 9.4214 -3.6595
H39 -2.0750 6.6678 -3.5028
H40 -2.6537 8.1709 -2.8494
C11 0.0248 -8.9803 -1.4815
O11 -0.6436 -9.4575 -0.5786
N21 0.2647 -7.7598 -1.5313
N22 0.5189 -9.5359 -2.4630
H41 0.0489 -7.2832 -0.6673
H42 0.9887 -7.3645 -2.1141
H43 0.2264 -10.4893 -2.6231
H44 1.3621 -9.1517 -2.8649
C12 1.4937 2.3235 -7.2838
O12 2.6366 2.3147 -7.6698
N23 0.5074 2.4922 -8.1321
N24 1.0783 2.0206 -6.0514
H45 -0.4162 2.6694 -7.7639
H46 0.7249 2.8252 -9.0605
H47 1.6757 1.8707 -5.2510
H48 0.1479 1.6322 -5.9907


B) Here is 12 unconnected molecules or ions with the total composition C12H48N24O12 from the Open Molecules 2025 dataset. Energies are from ωB97M-V/def2-TZVPD.

Output
gap between HOMO and LUMO: 8.699 eV

Geometry (Å):
C1 -1.7128 -5.8014 1.2058
O1 -1.2892 -6.0764 2.2981
N1 -3.0279 -5.2757 1.0257
N2 -0.9643 -5.9972 0.0010
H1 -3.7055 -5.4781 1.7360
H2 -3.3213 -5.4579 0.0976
H3 -0.0020 -6.2604 0.2290
H4 -0.9399 -5.3481 -0.7479
C2 5.4772 1.0244 -0.5656
O2 5.3418 0.4322 -1.6208
N3 5.7012 0.2390 0.5768
N4 5.3654 2.3153 -0.3410
H5 6.3299 0.4218 1.3347
H6 5.8919 -0.6369 0.1403
H7 5.6623 2.6639 0.5462
H8 4.9073 2.9998 -0.8877
C3 -2.8160 -1.6859 -1.9027
O3 -1.6198 -1.3983 -2.0489
N5 -3.6802 -0.8948 -1.3151
N6 -3.3113 -2.8540 -2.4028
H9 -4.6116 -1.1928 -1.0603
H10 -3.2593 -0.1606 -0.7186
H11 -2.6069 -3.5179 -2.7329
H12 -4.0746 -3.3304 -1.9098
C4 2.2182 4.3762 -0.1352
O4 3.4641 4.3063 -0.1231
N7 1.3576 4.1473 -1.2088
N8 1.4835 4.7067 1.0663
H13 1.7159 3.7326 -2.0446
H14 0.3888 4.2450 -1.0413
H15 1.9257 4.9148 1.9503
H16 0.5016 4.4767 1.1270
C5 -0.3302 -4.4507 -3.3643
O5 -1.5344 -4.7269 -3.2228
N9 0.3104 -3.3908 -2.6712
N10 0.4269 -5.1475 -4.3045
H17 -0.2814 -2.8553 -2.0064
H18 1.2523 -3.1913 -2.8968
H19 -0.0331 -5.8872 -4.8437
H20 1.4333 -5.0074 -4.4363
C6 1.2952 3.4396 4.3560
O6 1.1556 4.6121 4.0284
N11 0.7495 2.8550 5.5353
N12 1.6458 2.3302 3.4384
H21 0.3039 3.4359 6.2110
H22 0.8293 1.8426 5.5766
H23 1.2139 1.4154 3.5367
H24 1.7728 2.4561 2.4632
C7 -2.0222 3.8726 2.0257
O7 -1.2837 4.0454 1.0729
N13 -3.4294 3.9491 1.8417
N14 -1.6575 3.5528 3.2543
H25 -3.7777 4.0627 0.9155
H26 -4.1298 3.6867 2.5289
H27 -0.6743 3.3924 3.4146
H28 -2.1759 2.8514 3.7380
C8 2.6893 -3.6284 0.6699
O8 1.8573 -2.9640 1.3055
N15 3.6339 -2.9567 -0.0805
N16 2.5546 -5.0342 0.5028
H29 4.4672 -3.4739 -0.3433
H30 3.8366 -1.9739 -0.0119
H31 3.3448 -5.6179 0.2758
H32 2.0618 -5.3503 1.3139
C9 -0.0542 0.2594 0.5242
O9 0.4346 0.5633 1.6390
N17 -0.8988 1.0846 -0.1279
N18 0.2067 -0.9040 -0.0315
H33 -0.9723 1.0098 -1.1515
H34 -1.0398 1.9867 0.2844
H35 0.8368 -1.5478 0.4429
H36 -0.0993 -1.1073 -0.9517
C10 -1.3569 1.1817 -4.8821
O10 -2.0275 1.8786 -4.1029
N19 -0.5307 0.1603 -4.4779
N20 -1.3414 1.4581 -6.2826
H37 -0.6816 -0.0627 -3.4806
H38 -0.2846 -0.4947 -5.1732
H39 -0.6581 1.0344 -6.9096
H40 -2.1730 1.8424 -6.6723
C11 -3.5585 4.2657 -1.9550
O11 -4.4946 4.1503 -1.1425
N21 -2.3433 4.8117 -1.6328
N22 -3.6878 4.0914 -3.2988
H41 -2.0810 4.8978 -0.6789
H42 -1.5400 4.6853 -2.1995
H43 -2.9040 3.8256 -3.8433
H44 -4.5632 3.6837 -3.6330
C12 0.2865 -1.0557 4.9729
O12 -0.0083 0.1152 5.1613
N23 0.6445 -1.5496 3.7688
N24 0.3829 -1.9330 6.0777
H45 0.9698 -2.4888 3.6639
H46 0.6830 -1.0310 2.9060
H47 0.0331 -1.6691 6.9584
H48 0.5263 -2.9213 5.8769


Energy relative to the most stable one, in hartree: A) 0.3864; B) 0.0000


A) Here is 12 unconnected molecules or ions with the total composition C12H48N24O12 from the Open Molecules 2025 dataset. Energies are from ωB97M-V/def2-TZVPD.

Output
gap between HOMO and LUMO: 8.980 eV

Geometry (Å):
C1 -27.0321 24.6631 -20.9355
O1 -26.2951 25.0082 -20.0884
N1 -26.8344 24.5621 -22.1953
N2 -28.2158 24.3160 -20.5823
H1 -25.8925 24.8591 -22.4067
H2 -27.3568 23.8734 -22.7178
H3 -28.3479 24.1725 -19.5913
H4 -28.8752 23.9681 -21.2637
C2 -24.0689 21.0120 -27.7772
O2 -25.2019 20.6966 -28.0043
N3 -23.7185 21.6430 -26.7319
N4 -23.0183 20.6369 -28.4462
H5 -23.6497 21.1828 -25.8355
H6 -22.9415 22.2878 -26.7571
H7 -23.2523 20.0469 -29.2318
H8 -22.1133 21.0566 -28.2883
C3 -21.4703 28.6630 -19.2651
O3 -21.0060 27.5569 -19.1688
N5 -21.8529 29.3431 -18.1673
N6 -21.3522 29.5050 -20.2397
H9 -21.5568 28.9838 -17.2710
H10 -21.9766 30.3109 -18.4282
H11 -21.5120 30.5006 -20.1822
H12 -21.1302 28.9651 -21.0639
C4 -13.9932 30.6483 -21.8161
O4 -14.7823 31.4581 -21.3126
N7 -12.7702 30.4987 -21.4369
N8 -14.4641 29.6991 -22.5014
H13 -12.4793 29.6012 -21.7974
H14 -12.3328 30.9429 -20.6423
H15 -13.8095 29.1711 -23.0608
H16 -15.4271 29.6790 -22.8050
C5 -24.1357 27.1913 -29.9509
O5 -25.3172 27.4299 -30.2224
N9 -23.4178 27.7662 -29.0530
N10 -23.4375 26.3269 -30.5835
H17 -22.4375 27.5794 -28.8977
H18 -23.8767 28.5701 -28.6490
H19 -23.8346 25.9251 -31.4208
H20 -22.5757 25.9290 -30.2384
C6 -13.7023 23.4440 -19.4616
O6 -13.8203 22.4343 -20.2099
N11 -14.6638 23.9158 -18.7524
N12 -12.5201 24.0040 -19.1885
H21 -14.6799 24.5960 -18.0059
H22 -15.5337 23.5159 -19.0741
H23 -11.6525 23.5099 -19.3405
H24 -12.5479 24.8909 -18.7060
C7 -21.4026 19.8074 -21.4059
O7 -22.5793 19.9935 -21.4812
N13 -20.6000 20.4362 -20.5752
N14 -20.7671 18.9704 -22.2783
H25 -19.6272 20.1789 -20.6619
H26 -21.0308 21.0884 -19.9356
H27 -19.8537 18.5634 -22.1367
H28 -21.4630 18.6003 -22.9100
C8 -16.2763 22.1604 -32.0815
O8 -17.4259 22.3399 -31.7523
N15 -15.7158 21.0127 -32.3398
N16 -15.4620 23.1374 -32.1650
H29 -14.7393 20.8663 -32.1273
H30 -16.3807 20.2525 -32.3263
H31 -15.8520 24.0475 -31.9656
H32 -14.5286 23.0173 -32.5318
C9 -11.6469 25.2442 -26.0645
O9 -11.2123 26.1170 -25.3455
N17 -12.6017 24.3755 -25.7326
N18 -11.2110 25.0776 -27.3216
H33 -13.2280 23.8771 -26.3486
H34 -12.9644 24.5943 -24.8157
H35 -10.2448 25.2826 -27.5326
H36 -11.6287 24.3164 -27.8373
C10 -14.9757 18.1668 -25.7883
O10 -15.2488 19.2530 -26.2435
N19 -15.7519 17.1681 -25.9904
N20 -13.9669 17.8239 -25.0843
H37 -15.3729 16.2362 -25.9020
H38 -16.6001 17.1995 -26.5378
H39 -13.8143 16.8260 -25.0505
H40 -13.2806 18.5643 -25.0543
C11 -15.6510 29.9892 -29.8167
O11 -16.2384 28.9636 -29.9578
N21 -14.3859 30.1066 -29.4818
N22 -16.1725 31.1315 -30.1223
H41 -13.9613 31.0119 -29.3391
H42 -13.7863 29.2952 -29.4373
H43 -17.0052 31.0013 -30.6788
H44 -15.5786 31.9313 -30.2890
C12 -18.8854 25.6474 -24.9856
O12 -18.9463 26.8814 -25.1505
N23 -19.2761 24.9486 -24.0037
N24 -18.3415 24.9588 -25.8953
H45 -19.0848 23.9569 -24.0023
H46 -19.7128 25.3209 -23.1726
H47 -18.1652 23.9644 -25.8815
H48 -18.0262 25.5030 -26.6855


B) Here is 12 unconnected molecules or ions with the total composition C12H48N24O12 from the Open Molecules 2025 dataset. Energies are from ωB97M-V/def2-TZVPD.

Output
gap between HOMO and LUMO: 9.078 eV

Geometry (Å):
C1 -5.9593 2.5315 -0.7246
O1 -5.7704 1.4723 -1.2663
N1 -6.5930 2.6899 0.4104
N2 -5.3032 3.6678 -0.9717
H1 -6.6520 1.8747 1.0037
H2 -6.7679 3.6243 0.7515
H3 -4.5741 3.5235 -1.6556
H4 -5.7580 4.5195 -0.6755
C2 -1.3700 6.9093 -5.6350
O2 -2.1979 7.5379 -6.3391
N3 -1.5989 5.6675 -5.3668
N4 -0.4955 7.2783 -4.7937
H5 -0.8921 5.1267 -4.8893
H6 -2.2869 5.1937 -5.9344
H7 -0.4774 8.2879 -4.8163
H8 -0.0430 6.6745 -4.1223
C3 -3.6742 -6.3586 -3.0304
O3 -4.4420 -5.6026 -3.5135
N5 -2.4633 -6.1091 -2.6411
N6 -3.9385 -7.5736 -2.8707
H9 -2.0025 -7.0078 -2.6501
H10 -1.8510 -5.3687 -2.9525
H11 -3.3148 -8.3274 -2.6200
H12 -4.8485 -7.8580 -3.2040
C4 3.5915 2.1651 -8.6441
O4 4.5613 2.8024 -8.9987
N7 3.3131 1.0509 -9.1313
N8 2.8085 2.3583 -7.6530
H13 4.0480 0.6038 -9.6605
H14 2.4472 0.7000 -8.7476
H15 2.7561 3.2193 -7.1277
H16 1.9371 1.8582 -7.7565
C5 5.3681 4.0780 7.5100
O5 6.4917 4.3234 7.3057
N9 4.4707 3.5918 6.6881
N10 4.8252 4.2620 8.7203
H17 3.5828 3.3026 7.0729
H18 4.6922 3.4213 5.7175
H19 5.4220 4.7302 9.3872
H20 3.8715 4.0097 8.9370
C6 -3.6040 0.0353 -8.4964
O6 -2.4861 0.4649 -8.6826
N11 -4.4431 -0.5372 -9.2988
N12 -4.1980 0.3005 -7.4462
H21 -4.0832 -0.8227 -10.1982
H22 -5.3846 -0.7218 -8.9830
H23 -4.9424 -0.3688 -7.3123
H24 -3.5576 0.7002 -6.7751
C7 -1.3910 -3.2665 6.7312
O7 -2.0742 -3.3619 7.7696
N13 -0.9830 -4.1761 5.9305
N14 -1.0173 -2.0765 6.1654
H25 -0.3664 -3.8349 5.2069
H26 -0.7798 -5.0408 6.4112
H27 -0.4026 -1.9557 5.3732
H28 -1.5196 -1.2738 6.5170
C8 5.1166 -2.3229 5.6571
O8 4.3407 -1.6755 4.9577
N15 5.0617 -2.3079 6.9917
N16 6.0911 -3.0561 5.2475
H29 4.3062 -1.7389 7.3460
H30 5.8508 -2.5062 7.5901
H31 6.5811 -3.5775 5.9604
H32 6.1827 -3.3424 4.2833
C9 2.8221 -7.2156 0.7457
O9 2.3120 -6.2293 1.2511
N17 2.7635 -8.4235 1.2073
N18 3.6217 -7.2480 -0.2685
H33 3.2972 -9.0985 0.6787
H34 2.3657 -8.5869 2.1212
H35 3.6916 -6.3928 -0.8013
H36 4.2833 -7.9952 -0.4236
C10 4.4153 7.2231 0.5357
O10 3.8662 6.8800 -0.4771
N19 3.7590 7.2103 1.6895
N20 5.7506 7.2895 0.5709
H37 2.7984 7.0979 1.3985
H38 4.0706 7.7301 2.4975
H39 6.1819 7.0274 -0.3040
H40 6.3157 7.3626 1.4048
C11 -6.7109 -2.8671 3.9162
O11 -7.6608 -2.8256 3.2300
N21 -6.6766 -3.4178 5.1503
N22 -5.5071 -2.5218 3.4584
H41 -7.5698 -3.6028 5.5839
H42 -5.8667 -3.2265 5.7226
H43 -4.7258 -2.6861 4.0770
H44 -5.2904 -2.5314 2.4719
C12 0.4186 0.9104 -0.5453
O12 0.2803 1.5442 -1.5921
N23 -0.2842 -0.1272 -0.2281
N24 1.3332 1.1217 0.3451
H45 0.1232 -0.8362 0.3648
H46 -1.0261 -0.3475 -0.8770
H47 1.8108 1.9982 0.1913
H48 1.8266 0.3970 0.8466


Energy relative to the most stable one, in hartree: A) 0.0000; B) 0.0382


A) Here is a molecular structure, C4H9NO3S from the Open Molecules 2025 dataset. Energies are from ωB97M-V/def2-TZVPD.

Output
gap between HOMO and LUMO: 7.887 eV

Geometry (Å):
C1 1.4191 -0.4311 1.3228
C2 -1.0181 0.2235 1.5100
C3 -0.3319 -0.1014 -1.5729
C4 -0.0236 0.9088 -0.4518
N1 0.0339 0.2151 0.7773
O1 2.1572 -1.1254 0.5352
O2 4.8708 -1.0016 -0.3559
O3 4.1572 0.1477 1.7629
S1 4.2681 -1.0748 0.9491
H1 0.9295 -0.9703 2.1554
H2 1.9440 0.4089 1.7243
H3 -1.8754 0.6361 1.1831
H4 -0.7397 -0.0261 2.5255
H5 -0.9264 -0.9087 -1.1508
H6 -1.0385 0.3112 -2.2736
H7 0.5654 -0.5664 -2.0814
H8 0.9047 1.4411 -0.6346
H9 -0.9477 1.6776 -0.4664


B) Here is C4H9NO3S in the gas phase from the Open Molecules 2025 dataset. Energies are from ωB97M-V/def2-TZVPD.

Output
gap between HOMO and LUMO: 10.909 eV

Geometry (Å):
C1 0.7486 -0.6490 0.3265
C2 3.1368 -0.1909 0.4937
C3 -3.0343 0.6388 -0.1619
C4 -0.4520 -0.5330 -0.8760
N1 0.4642 -1.1176 1.4489
O1 -0.4530 1.7355 0.3050
O2 -1.3654 1.5824 -2.0033
O3 1.8775 -0.2663 -0.2249
S1 -1.2474 1.0161 -0.7120
H1 3.2782 -1.1895 1.0044
H2 2.9513 0.6440 1.3210
H3 3.9416 0.0766 -0.1281
H4 -3.3998 0.9972 0.7690
H5 -3.5897 0.9690 -1.0197
H6 -2.9775 -0.4064 0.0114
H7 0.0455 -0.6140 -1.8754
H8 -1.1361 -1.3593 -0.7458
H9 1.2115 -1.3336 2.0671


Energy relative to the most stable one, in hartree: A) 0.0304; B) 0.0000